{"formula": "C42H108N6O18", "method": "ωB97M-V with the def2-TZVPD basis set", "lumo_ev": 0.21, "total_charge": 0, "e_above_lowest_ev": 7.062, "e_tot_ha": -3347.26420, "orbital_gap_ha": 0.31271, "smiles": "COCCNCCOC.COCCNCCOC.COCCNCCOC.COCCNCCOC.COCCNCCOC.COCCNCCOC.OCCO.OCCO.OCCO", "species": ["C", "C", "O", "O", "H", "H", "H", "H", "H", "H", "C", "C", "O", "O", "H", "H", "H", "H", "H", "H", "C", "C", "O", "O", "H", "H", "H", "H", "H", "H", "C", "O", "C", "C", "N", "C", "C", "O", "C", "H", "H", "H", "H", "H", "H", "H", "H", "H", "H", "H", "H", "H", "H", "H", "C", "O", "C", "C", "N", "C", "C", "O", "C", "H", "H", "H", "H", "H", "H", "H", "H", "H", "H", "H", "H", "H", "H", "H", "C", "O", "C", "C", "N", "C", "C", "O", "C", "H", "H", "H", "H", "H", "H", "H", "H", "H", "H", "H", "H", "H", "H", "H", "C", "O", "C", "C", "N", "C", "C", "O", "C", "H", "H", "H", "H", "H", "H", "H", "H", "H", "H", "H", "H", "H", "H", "H", "C", "O", "C", "C", "N", "C", "C", "O", "C", "H", "H", "H", "H", "H", "H", "H", "H", "H", "H", "H", "H", "H", "H", "H", "C", "O", "C", "C", "N", "C", "C", "O", "C", "H", "H", "H", "H", "H", "H", "H", "H", "H", "H", "H", "H", "H", "H", "H"], "coordinates": [[6.90582, -4.15797, -3.22614], [7.75059, -5.44089, -3.18426], [9.08350, -5.24862, -2.74900], [6.66759, -3.59147, -1.99669], [5.93663, -4.44032, -3.63731], [7.41267, -3.46401, -3.89668], [7.86061, -5.84004, -4.19257], [7.25290, -6.22299, -2.61091], [9.03384, -4.69655, -1.96520], [5.80461, -3.18775, -2.11450], [0.65643, 0.10932, -0.37209], [-0.79750, 0.44230, -0.42129], [-1.68462, -0.58664, 0.07627], [0.98239, -0.81731, -1.40237], [1.11195, -0.28236, 0.53741], [1.18932, 1.04935, -0.51517], [-1.12843, 0.69049, -1.42975], [-1.07264, 1.40010, 0.02031], [-2.07541, -1.09382, -0.63902], [1.13777, -0.34043, -2.22093], [-7.53563, -1.71154, -2.06738], [-8.88065, -2.42484, -2.30040], [-8.73059, -3.26639, -3.44538], [-6.54144, -2.67236, -2.15614], [-7.47112, -1.06099, -1.19519], [-7.39877, -1.13764, -2.98390], [-9.56642, -1.57802, -2.32729], [-9.05573, -3.06151, -1.43317], [-9.36560, -3.97164, -3.59026], [-6.91253, -3.40652, -2.65101], [1.01600, 10.11870, 6.64365], [0.97179, 9.15119, 5.57587], [2.18066, 8.86819, 4.99188], [2.30833, 7.40130, 4.50389], [3.67891, 7.06090, 3.87741], [3.74673, 5.61253, 3.64705], [5.05969, 5.09604, 3.07916], [4.81119, 3.66284, 3.17625], [6.06936, 2.97423, 3.31706], [0.07797, 10.13346, 7.19862], [1.45454, 11.10296, 6.47931], [1.60474, 9.64899, 7.43162], [3.07918, 9.07799, 5.57217], [2.28641, 9.61879, 4.20859], [1.57282, 7.31159, 3.70446], [2.03049, 6.87638, 5.41786], [3.71183, 7.47362, 2.95617], [2.92476, 5.35920, 2.97750], [3.54376, 5.10902, 4.59225], [5.84963, 5.42808, 3.75284], [5.31676, 5.36742, 2.05525], [6.61454, 3.30874, 4.19965], [6.63528, 3.16420, 2.40506], [6.07865, 1.90012, 3.50223], [0.45899, 0.09502, 7.60584], [-0.94145, 0.13349, 7.35391], [-1.42583, -0.86396, 6.56739], [-2.88670, -0.62943, 6.22802], [-3.74562, -0.45342, 7.40502], [-4.09181, -1.79480, 7.81854], [-5.39233, -2.37652, 7.12565], [-6.24165, -3.26928, 7.90562], [-7.51196, -3.50394, 7.31871], [1.26849, 0.19897, 6.88334], [0.68331, -0.76961, 8.23050], [0.55814, 0.88991, 8.34503], [-1.30875, -1.86765, 6.97604], [-0.81112, -0.88406, 5.66749], [-3.32206, -1.26476, 5.45672], [-2.96470, 0.28284, 5.63661], [-3.15581, 0.01716, 8.07643], [-4.48324, -1.65166, 8.82572], [-3.31543, -2.55974, 7.83303], [-5.12891, -2.89577, 6.20419], [-5.98471, -1.51355, 6.82156], [-7.48806, -3.74407, 6.25576], [-7.99748, -2.52807, 7.31184], [-8.14545, -4.16581, 7.90924], [1.81886, -5.48797, 10.74831], [1.33119, -6.64356, 10.11510], [2.24383, -7.71654, 10.00848], [3.10438, -7.53697, 8.75676], [2.52727, -7.62420, 7.35010], [3.49708, -7.34967, 6.31810], [2.83060, -7.43105, 4.94123], [1.70646, -6.53761, 5.05594], [1.20381, -6.17255, 3.81141], [1.02332, -4.79636, 11.02559], [2.53616, -5.01659, 10.07646], [2.30691, -5.69973, 11.69966], [1.69570, -8.63942, 9.81885], [2.81001, -7.88917, 10.92376], [3.90396, -8.27719, 8.78576], [3.66634, -6.60538, 8.82328], [1.76101, -6.97305, 7.25542], [4.30444, -8.04124, 6.55893], [4.00889, -6.39027, 6.24255], [2.49951, -8.42884, 4.65333], [3.56368, -7.03109, 4.24071], [0.48573, -5.38482, 4.03929], [0.66106, -6.91652, 3.22829], [1.91536, -5.62043, 3.19743], [-3.55366, 7.41554, 4.50726], [-3.33200, 7.69480, 3.11183], [-4.50262, 7.87902, 2.31795], [-4.42897, 9.29897, 1.72720], [-4.42199, 10.23040, 2.83269], [-4.42912, 11.62541, 2.32580], [-4.11964, 12.77402, 3.33733], [-2.81059, 12.93050, 3.67903], [-2.43852, 14.21355, 4.16655], [-3.62226, 8.34015, 5.08040], [-2.75779, 6.82765, 4.96453], [-4.52197, 6.95936, 4.71306], [-5.46901, 7.68999, 2.78535], [-4.51740, 7.18365, 1.47869], [-5.20513, 9.49858, 0.98839], [-3.41918, 9.26003, 1.31865], [-3.57665, 10.05543, 3.35698], [-5.43493, 11.85366, 1.97316], [-3.84827, 11.83069, 1.42659], [-4.80975, 12.57681, 4.15767], [-4.58557, 13.69101, 2.97656], [-2.93399, 15.03115, 3.64295], [-1.35775, 14.34517, 4.21871], [-2.77725, 14.25082, 5.20192], [-3.33081, -6.77554, -12.00250], [-2.05049, -6.64876, -11.29269], [-1.40589, -5.35408, -10.87792], [-1.30725, -5.26893, -9.30326], [-0.22023, -6.06962, -8.68782], [-0.28447, -6.23177, -7.21211], [-0.04832, -7.72861, -6.93121], [1.35240, -8.06387, -7.29052], [1.56890, -9.41309, -7.21725], [-3.40087, -7.72741, -12.52894], [-3.34587, -5.96810, -12.73456], [-4.14799, -6.51172, -11.33114], [-1.88672, -4.49482, -11.34546], [-0.36810, -5.44824, -11.19765], [-2.18136, -5.57171, -8.72675], [-1.04461, -4.26544, -8.96840], [-0.07043, -6.92335, -9.20630], [-1.25919, -5.93510, -6.82480], [0.35472, -5.53450, -6.67051], [-0.71197, -8.35499, -7.52730], [-0.18553, -7.86044, -5.85795], [1.62619, -9.64414, -6.15357], [2.51624, -9.73695, -7.64826], [0.73680, -10.01374, -7.58457], [1.36975, -0.32081, -14.78775], [1.21084, 0.39095, -13.57033], [2.24626, 1.17430, -13.05669], [2.10711, 1.45392, -11.60858], [2.71935, 0.32401, -10.89907], [2.56684, 0.26534, -9.44333], [3.55494, 1.17601, -8.72005], [3.40598, 0.95279, -7.29572], [4.25991, 1.62627, -6.29118], [1.03658, -1.33936, -14.58862], [2.35708, -0.30351, -15.24923], [0.74099, 0.19820, -15.51121], [2.15095, 2.14063, -13.55188], [3.24903, 0.78530, -13.23343], [1.09423, 1.73776, -11.32290], [2.66924, 2.36362, -11.39745], [2.31674, -0.52951, -11.25893], [2.69033, -0.72820, -9.01237], [1.55489, 0.48528, -9.10320], [3.42544, 2.23881, -8.92446], [4.61572, 0.94472, -8.81678], [4.34550, 1.23835, -5.27615], [3.78310, 2.60009, -6.17970], [5.27294, 1.72680, -6.68074]], "forces_ev_per_angstrom": [[0.5, -1.6, -1.7], [-0.1, 0.2, -0.2], [-0.1, 0.3, 0.2], [-0.2, 0.6, 1.4], [0.0, -0.1, -0.6], [0.0, 0.2, -0.2], [-0.3, 0.2, -0.2], [-0.1, 0.0, 0.4], [0.2, 0.0, 0.2], [0.1, 0.3, 0.7], [0.7, 0.4, -0.7], [-1.9, -0.3, 0.0], [0.6, 0.6, 0.3], [0.3, -0.3, 0.0], [-0.8, -0.2, 0.3], [0.2, 0.3, -0.2], [0.6, -0.4, -0.6], [0.3, -0.2, 1.0], [0.3, 0.1, -0.2], [-0.1, 0.0, 0.0], [-0.7, -0.8, -2.4], [0.5, 0.2, 1.4], [0.5, 0.9, -0.4], [1.6, -0.7, 1.3], [-0.1, -0.4, 0.1], [-0.2, 1.0, 0.1], [-0.8, -0.5, -0.6], [-0.4, 0.1, 0.2], [-0.3, 0.3, 0.6], [0.0, -0.1, -0.2], [0.5, -1.9, 1.1], [-1.5, 0.6, 1.4], [2.2, 0.6, -1.5], [0.6, 1.6, -1.1], [-1.1, 0.2, 1.6], [-0.7, 0.9, -0.3], [-1.1, -1.1, 1.1], [1.6, -0.3, 0.2], [0.1, 0.5, -0.2], [-0.5, 0.4, -1.0], [-0.3, 0.0, -0.7], [0.8, 0.1, 0.1], [-0.1, -0.1, 0.9], [0.2, -0.2, -0.9], [-0.5, -0.6, 0.3], [0.4, -0.9, -0.4], [-0.2, 0.5, 0.0], [-0.1, -0.6, -0.2], [0.3, -0.1, 0.0], [0.3, -0.2, 0.0], [-0.2, 0.1, -0.1], [0.1, 0.7, 0.0], [0.4, -0.1, 0.1], [-1.2, -0.1, -0.5], [-0.5, 0.2, 2.6], [0.9, 1.4, 0.6], [-0.2, -1.7, -2.0], [-0.1, 2.2, -1.0], [0.5, -1.4, -1.8], [-2.9, -0.7, 2.1], [-0.2, 0.2, -0.6], [1.4, 0.0, 0.2], [0.2, 1.9, -0.2], [-0.8, 0.0, -1.0], [0.1, -0.6, -0.3], [0.4, 0.3, -0.3], [0.1, -0.2, 0.7], [-0.2, -0.1, -0.6], [0.2, -1.0, 0.6], [0.4, 0.6, 0.2], [-0.2, -0.1, 0.5], [0.4, -0.5, 0.5], [0.3, 0.2, -0.1], [0.1, -0.2, -0.2], [-0.2, 0.2, 0.1], [0.3, -0.7, 0.0], [-0.6, 0.2, 0.1], [0.6, -0.2, 0.0], [0.5, 0.0, 0.0], [-1.0, -0.3, 0.6], [-0.5, -0.1, -1.9], [1.3, 0.2, -1.2], [-0.5, 0.3, 2.1], [0.1, -0.8, 0.0], [0.0, 0.2, 1.1], [1.0, -1.0, -0.4], [-1.0, 1.8, 0.0], [-0.3, -0.2, -0.6], [0.1, 0.5, 0.2], [0.3, -0.3, 0.1], [-0.5, 0.1, 0.3], [0.4, 0.3, 0.0], [0.0, -0.4, 0.0], [0.0, 0.5, 0.2], [-0.2, 0.0, 0.1], [0.2, -0.4, -0.9], [-0.2, 0.8, 0.9], [0.0, -0.1, 0.0], [-0.1, -0.1, -0.5], [-0.4, -0.1, 0.0], [0.3, -0.5, 0.1], [0.5, -0.5, -0.2], [-0.5, 0.7, 0.0], [-0.6, -0.7, 0.8], [-0.4, 0.4, -0.9], [0.8, -1.4, 1.2], [-0.3, 1.8, -0.3], [0.0, 0.9, 0.5], [-2.5, -1.0, -0.5], [1.9, 0.1, -0.3], [-0.7, -0.6, 1.0], [0.3, 0.4, -0.1], [0.1, -0.1, -0.6], [0.0, -0.5, -0.4], [0.2, 0.2, 0.8], [0.5, -0.3, -0.1], [0.1, 0.1, 0.1], [0.0, 0.4, -1.0], [0.2, 0.1, 0.1], [-0.3, -0.2, 0.2], [0.7, -0.5, -0.1], [0.3, -0.3, 1.0], [0.4, 0.4, -0.8], [0.1, 0.0, -0.4], [-0.1, -0.3, -0.5], [-0.1, 0.3, 0.3], [1.6, 2.5, 0.7], [0.3, 0.1, 0.2], [-0.9, -2.1, 1.2], [0.7, -0.3, 0.5], [0.2, 0.7, -0.6], [-0.2, -1.0, -1.9], [2.0, 1.2, 0.3], [-1.9, 2.0, -0.6], [0.1, -1.3, 1.5], [0.1, 0.0, 0.6], [-0.1, -0.1, -0.5], [-0.2, -0.7, 0.1], [-0.1, 0.0, 0.2], [-0.1, 0.1, -0.4], [-0.9, 0.2, -0.7], [-0.4, 0.5, -0.5], [0.0, -0.2, 0.5], [-0.6, -0.4, -0.1], [0.7, -0.4, -0.2], [-0.2, 0.0, 0.1], [0.0, -0.6, 0.1], [0.1, -0.6, 0.4], [-0.1, 0.4, -0.3], [0.0, -0.1, -0.5], [-0.3, 0.7, 0.1], [-0.2, -1.1, 0.7], [-0.1, 1.4, -1.4], [0.7, -0.3, 1.1], [-0.3, -0.3, 0.8], [0.2, 0.4, 0.5], [1.1, 0.3, 2.1], [-0.5, -0.8, 1.9], [-0.9, 0.9, -2.4], [0.0, 0.0, -0.4], [0.4, -0.1, 0.5], [-0.3, -0.4, -0.2], [0.4, 0.3, -0.3], [0.0, -0.3, -0.2], [-0.5, -0.5, 0.0], [0.4, 0.0, 0.0], [0.0, -0.1, -0.2], [0.5, -0.3, -0.6], [-0.3, 0.6, 0.0], [-0.2, 0.2, -0.3], [0.0, -0.2, -1.3], [-0.6, -1.1, -0.5], [0.5, 0.4, 0.1], [0.1, 0.1, -0.1]]}